Here is 13 unconnected molecules or ions with the total composition C48H100N4O13 from the Open Molecules 2025 dataset. Energies are from wB97M-V/def2-TZVPD.

Its LUMO energy is 0.436 eV. Its orbital gap is 9.228 eV. The highest occupied orbital energy is -8.8 eV. The energy above the lowest of the compared OMol25 structures with the same formula, charge and spin comes out at 0.0 kcal/mol.

Last column: Mulliken charge in e.
Positions of all 165 atoms, in Å:
C -1.314613 4.635464 -2.804882  -0.695
C -0.049218 4.141849 -1.960626  2.003
C 1.060553 4.800297 -2.784938  -0.461
O 0.663729 4.621790 -4.104307  -0.416
C -0.694768 4.951830 -4.154194  -0.500
H -1.654153 5.516457 -2.323582  0.601
H -2.096748 3.914932 -2.923615  0.042
H 0.057445 3.055919 -2.121634  -1.078
H -0.104201 4.384746 -0.887906  -0.453
H 2.008643 4.327503 -2.722460  0.144
H 1.151225 5.843906 -2.503629  0.318
H -1.187281 4.369459 -4.959060  0.284
H -0.844526 6.002939 -4.364957  0.262
C 0.937715 -0.142797 -6.773058  -0.600
C 1.102705 -0.934311 -5.441885  0.535
C 1.996852 0.002099 -4.614641  0.963
O 2.608538 0.891680 -5.507295  -0.538
C 1.633490 1.169256 -6.493723  -0.416
H -0.071998 0.070349 -7.098294  0.323
H 1.453093 -0.634178 -7.599030  0.234
H 1.584545 -1.908342 -5.520341  0.353
H 0.130559 -1.058951 -4.899920  -0.621
H 2.804761 -0.523488 -4.057453  0.040
H 1.511429 0.557724 -3.813001  -0.769
H 2.206466 1.507646 -7.331388  0.379
H 1.026358 1.976089 -6.144041  0.134
C -0.914159 -2.877749 3.799604  -0.305
C -1.974667 -1.768463 4.069072  0.473
C -3.199247 -2.397422 3.419243  -1.031
O -2.720407 -2.906650 2.189618  -0.334
C -1.461921 -3.537674 2.514964  1.210
H -0.807425 -3.517673 4.657348  0.584
H 0.070158 -2.419410 3.656305  -0.199
H -1.602167 -0.871173 3.603776  -0.599
H -2.081909 -1.557646 5.140144  0.579
H -3.869989 -1.575156 3.302981  0.450
H -3.581221 -3.177388 4.087445  0.267
H -0.774304 -3.429510 1.651561  -1.304
H -1.569463 -4.589376 2.648355  0.317
C -2.090055 -0.435878 -3.134132  1.926
C -3.298015 -0.653216 -4.060134  -0.683
C -3.088727 0.264797 -5.212276  -0.828
O -2.154435 1.326648 -4.763817  -0.471
C -1.622758 0.997389 -3.465956  2.612
H -1.261074 -1.152129 -3.307902  -0.963
H -2.373315 -0.585426 -2.102836  -0.476
H -4.246401 -0.331888 -3.570395  0.261
H -3.512392 -1.689992 -4.268656  0.425
H -4.023454 0.761935 -5.475074  0.363
H -2.679503 -0.216779 -6.051753  0.301
H -1.970312 1.723902 -2.721683  -1.020
H -0.547207 1.108732 -3.492040  -1.453
C 3.344770 -1.116067 6.454302  -0.695
C 2.362690 -1.686859 5.357643  -0.084
C 1.304872 -0.574530 5.097010  -0.094
O 1.569595 0.411588 6.120917  -0.443
C 2.338308 -0.220323 7.183460  -0.569
H 4.199317 -0.468766 6.145503  0.308
H 3.687164 -1.917670 7.111428  0.368
H 1.907237 -2.638855 5.675754  0.302
H 2.974208 -1.844680 4.464196  0.018
H 0.372369 -1.088882 5.200133  0.124
H 1.386780 -0.155473 4.058230  0.031
H 1.654833 -0.936374 7.789314  0.229
H 2.840539 0.448130 7.866324  0.409
C -4.748376 1.219180 0.965486  0.740
C -6.051772 1.812255 0.491822  -0.831
C -5.424387 3.004509 -0.364545  -0.526
O -4.162276 2.456782 -0.886015  -0.419
C -3.957151 1.185694 -0.245738  0.763
H -4.839510 0.214387 1.455656  0.183
H -4.316364 1.880735 1.708171  -0.413
H -6.738590 2.136988 1.291158  0.367
H -6.623813 1.120709 -0.117416  0.350
H -5.149888 3.852133 0.256846  0.236
H -6.080678 3.392354 -1.136472  0.399
H -2.879407 1.072884 -0.063819  -1.033
H -4.246961 0.363050 -0.924596  0.032
C -2.793430 2.344148 6.138965  -0.714
C -1.645732 3.129556 5.541291  -0.838
C -1.238157 2.165014 4.411869  1.051
O -2.445736 1.596019 3.959497  0.210
C -3.455179 1.727845 4.895804  -0.604
H -3.415003 2.890479 6.821136  0.489
H -2.257091 1.581654 6.785351  0.199
H -0.862469 3.341825 6.244942  0.475
H -2.040262 4.065124 5.169976  0.203
H -0.562717 1.497885 4.924575  -0.308
H -0.670622 2.709487 3.579550  -0.702
H -3.952339 0.769345 5.067276  0.265
H -4.210109 2.368872 4.523388  0.361
C 0.845635 -0.287717 -0.631965  0.598
C 0.141647 0.950739 -0.054560  2.473
C -0.106591 0.556474 1.423896  -1.052
O 0.443122 -0.768819 1.626535  -0.035
C 0.405786 -1.355979 0.374705  0.364
H 1.905014 -0.151752 -0.510818  0.166
H 0.596166 -0.581649 -1.646584  -0.573
H -0.812179 1.218374 -0.515489  -1.392
H 0.802564 1.803399 -0.140401  -0.239
H -1.163965 0.578427 1.689881  -0.213
H 0.438603 1.287285 2.035422  0.198
H -0.611874 -1.636619 0.095081  -0.073
H 0.986816 -2.245555 0.277978  -0.419
C 2.067744 -5.184767 2.671134  0.477
C 1.312857 -5.960155 1.606430  -0.743
C 1.562157 -5.124276 0.368534  0.884
O 2.860234 -4.483383 0.584517  -0.348
C 3.302412 -4.670118 1.929277  -0.727
H 2.380000 -5.707265 3.579291  0.494
H 1.455848 -4.333389 3.003080  -0.737
H 0.255841 -6.035354 1.802599  0.235
H 1.872271 -6.932840 1.489710  0.342
H 0.874918 -4.301870 0.165148  -0.644
H 1.598316 -5.726180 -0.570650  0.161
H 3.751295 -3.753409 2.256366  0.383
H 3.929097 -5.550435 1.878467  0.315
C 3.266851 -2.677317 -1.994293  0.801
O 2.458023 -2.877090 -2.856808  -0.743
N 4.627608 -2.740653 -2.165757  0.297
C 5.585278 -2.698679 -1.097645  -0.971
C 5.215442 -2.828113 -3.537323  -1.015
H 2.972263 -2.569615 -0.917606  -0.166
H 6.316084 -1.901999 -1.263857  0.427
H 6.070530 -3.688301 -1.044720  0.322
H 5.089564 -2.499179 -0.112814  0.122
H 5.762730 -1.888672 -3.716287  0.259
H 6.005083 -3.598153 -3.567471  0.377
H 4.505871 -2.956597 -4.278237  0.299
C -1.205046 -5.691738 -1.412255  0.026
O -1.681747 -6.119728 -0.376951  -0.606
N -1.627855 -4.531708 -1.972538  0.166
C -0.893058 -4.059764 -3.189431  -0.997
C -2.675895 -3.626746 -1.371621  -0.516
H -0.449222 -6.274932 -1.953076  0.429
H -1.600341 -3.705674 -3.970558  0.253
H -0.368752 -4.851097 -3.699911  0.464
H -0.167987 -3.266573 -3.009429  0.245
H -3.439691 -3.348596 -2.088458  0.340
H -3.078470 -4.086252 -0.455198  0.311
H -2.178940 -2.682959 -1.148298  -0.005
C 0.129254 4.659189 1.877730  -0.422
O 0.622270 3.542221 1.906376  -0.395
N -1.183753 4.982388 1.746094  0.746
C -1.690877 6.367603 1.933868  -1.018
C -2.111882 3.961928 1.220575  -1.070
H 0.844954 5.556113 1.948711  0.239
H -2.416998 6.570744 1.112178  0.308
H -0.898982 7.099322 1.758682  0.365
H -2.177275 6.500376 2.915084  0.251
H -2.965931 3.841959 1.882541  0.659
H -2.478186 4.196176 0.219077  0.640
H -1.556114 3.019860 1.194953  -0.365
C 5.386649 0.899370 -1.115616  0.248
O 6.283582 0.348159 -1.655367  -0.562
N 4.540232 1.831501 -1.706736  0.121
C 3.399554 2.387628 -0.999590  -0.490
C 4.635533 2.262939 -3.143566  -0.800
H 5.056705 0.732503 -0.060664  0.286
H 3.441494 2.104787 0.083757  0.277
H 2.440813 1.998227 -1.448239  -0.244
H 3.332675 3.482530 -1.086506  0.452
H 3.675241 2.071354 -3.618994  0.204
H 4.937279 3.346150 -3.148066  0.257
H 5.410812 1.661119 -3.625596  0.293

Atoms 1-6, force components in eV/Å:
C 1.87 -0.77 0.84
C -0.88 -0.43 -1.11
C -0.44 -0.25 0.86
O 0.15 0.09 -0.76
C -1.22 -0.34 -0.93
H -0.74 0.87 0.35

=====

Here is 2 unconnected molecules or ions with the total composition C5H6S2 from the Open Molecules 2025 dataset. Energies are from wB97M-V/def2-TZVPD.

Its LUMO energy is -0.873 eV. Its orbital gap is 7.259 eV. The highest occupied orbital energy is -8.1 eV. The energy above the lowest of the compared OMol25 structures with the same formula, charge and spin comes out at 110.0 kcal/mol.

Last column: natural (NBO) charge in e.
Positions of all 13 atoms, in Å:
C -2.227836 0.507270 -1.141648  -0.254
C -1.798964 -0.457755 -1.694400  -0.212
C 1.171297 -0.838007 1.001738  -0.456
C 0.273218 0.242731 1.663909  -0.439
C 0.978445 0.516342 0.374279  -0.176
S 1.789275 0.401951 -2.470817  -0.434
S 0.874718 1.418406 -1.048179  0.544
H -2.396847 1.534366 -0.979754  0.229
H -1.659471 -1.487170 -1.873681  0.231
H 2.279791 -1.037028 1.322709  0.244
H 0.929235 -1.771531 0.547616  0.251
H -0.762580 0.119266 1.801654  0.239
H 0.549717 0.851158 2.496573  0.233

Atoms 1-6, force components in eV/Å:
C 0.15 1.19 -0.49
C -0.48 -1.34 0.52
C 3.16 1.85 0.42
C 1.67 0.04 -0.75
C -1.71 -0.17 -1.31
S -0.29 0.54 0.29

=====

Here is 3 unconnected molecules or ions with the total composition C6H14NS from the Open Molecules 2025 dataset. Energies are from wB97M-V/def2-TZVPD.

Its LUMO energy is 2.454 eV. Its charge is -1. Its orbital gap is 4.769 eV. The highest occupied orbital energy is -2.3 eV. The energy above the lowest of the compared OMol25 structures with the same formula, charge and spin comes out at 130.7 kcal/mol.

Last column: natural (NBO) charge in e.
Positions of all 22 atoms, in Å:
C -1.009849 0.115520 0.966020  0.002
N -1.077610 -0.874630 0.116534  -0.439
C -0.025643 -0.865349 -0.905277  -0.142
C 0.033419 -2.220032 -1.587517  -0.493
S 1.518511 -2.375319 -2.679626  -0.751
C -0.381420 0.269917 -1.774938  -0.478
C 0.016544 1.041781 1.267009  -0.282
C -0.231448 2.191658 2.188576  -0.641
H -0.688726 1.836522 -0.338459  0.189
H -1.866207 0.201979 1.653080  0.156
H 2.205620 -2.043330 1.254126  -0.004
H 0.981420 -0.657547 -0.494825  0.189
H 0.116427 -2.971338 -0.803353  0.189
H -0.872100 -2.326089 -2.186798  0.180
H -0.542240 1.097845 -0.957521  0.052
H 0.413155 0.599377 -2.432962  0.235
H -1.330937 0.121489 -2.282396  0.202
H 2.708248 -1.602026 0.940975  0.003
H 0.991563 0.954836 0.800196  0.219
H -0.363416 3.154015 1.684109  0.210
H 0.604219 2.312323 2.891553  0.201
H -1.199530 2.038398 2.681494  0.203

Atoms 1-6, force components in eV/Å:
C -0.78 -2.37 0.87
N 0.12 1.81 0.88
C 0.63 -0.99 0.31
C 1.06 0.36 -0.62
S -0.28 0.13 0.09
C -0.35 0.03 -0.51